Computed, not measured: a structure of composition C6H16N3OSi, with ωB97M-V/def2-TZVPD.

Last column: natural (NBO) charge in e.
Positions of all 27 atoms, in Å:
Si1 2.71652 -1.56903 -0.75918  1.056
O1 0.13266 0.41599 -0.58711  -0.413
N1 1.91170 0.22215 1.96135  -0.334
N2 3.02367 0.18002 -0.12980  -0.568
N3 0.62018 -0.77234 0.14384  -0.387
C1 0.80837 -0.56432 1.60130  -0.136
C2 -3.57456 0.68776 0.45061  -0.601
C3 2.86089 0.51070 1.18824  0.227
C4 -2.41086 -0.25185 -0.00796  -0.450
C5 -1.21009 0.83871 -0.36946  -0.090
C6 3.41607 1.03133 -0.97242  0.150
H1 3.41293 2.09293 -0.87460  0.225
H2 -4.46606 -0.05415 0.41907  0.224
H3 -3.78712 1.54053 -0.11734  0.214
H4 -2.19825 -0.79362 0.86110  0.197
H5 2.60168 -2.27081 0.67159  -0.121
H6 -2.87227 -0.94882 -0.70421  0.228
H7 3.60380 0.63578 -1.95903  0.208
H8 3.64008 1.13307 1.63437  0.215
H9 -1.45213 1.24724 -1.28290  0.204
H10 0.04130 0.04590 2.15799  0.237
H11 -0.11740 -1.51883 -0.06400  0.402
H12 4.02995 -1.54125 -1.27424  -0.206
H13 1.81881 -1.74836 -1.90765  -0.121
H14 0.81792 -1.62647 1.93640  0.244
H15 -1.31955 1.74488 0.33707  0.186
H16 -3.37708 1.00476 1.51947  0.210

Computed properties:
F_max   4.0 eV/Å
ΔE to the lowest compared entry with this formula, charge and spin   0.7469 eV
HOMO-LUMO gap   9.021 eV
Net charge   +1
LUMO energy   -4.92 eV



Computed, not measured: a structure of composition C2H7CoO2, with ωB97M-V/def2-TZVPD.

Last column: natural (NBO) charge in e.
Positions of all 12 atoms, in Å:
Co1 1.19595 0.47573 -0.30669  0.796
O1 -1.26444 1.17915 0.36862  -0.724
O2 0.33694 -1.13043 -0.22998  -1.005
C1 0.41435 -2.22786 -1.12319  -0.243
C2 -0.31837 2.02991 0.96014  -0.308
H1 0.94024 -3.07983 -0.64808  0.159
H2 -1.53107 0.45806 1.03832  0.497
H3 0.98585 -2.01313 -2.04927  0.153
H4 -0.58525 -2.60596 -1.41546  0.165
H5 0.12225 1.73628 1.93143  0.186
H6 -0.83613 2.97329 1.18811  0.201
H7 0.53968 2.20479 0.28605  0.122

Computed properties:
F_max   2.8 eV/Å
HOMO-LUMO gap (alpha / beta)   7.381 / 8.722 eV
Net charge   0
Multiplicity   5
LUMO energy (alpha / beta)   0.80 / -0.59 eV



Computed, not measured: a cluster of 2 separate species, H4O2 in total, with ωB97M-V/def2-TZVPD.

Last column: natural (NBO) charge in e.
Positions of all 6 atoms, in Å:
O1 0.05069 -1.12064 1.25690  -0.955
O2 -0.41770 0.71232 -0.76835  -0.946
H1 -0.79406 1.58066 -0.91181  0.480
H2 0.04230 -0.31613 0.73832  0.486
H3 0.95367 -1.43315 1.20044  0.456
H4 0.16512 0.57695 -1.51550  0.477

Computed properties:
F_max   0.6 eV/Å
SMILES string   O.O
ΔE to the lowest compared entry with this formula, charge and spin   0.0808 eV
HOMO-LUMO gap   11.435 eV
Net charge   0
LUMO energy   0.63 eV



Computed, not measured: a structure of composition C48H34N6O7P2SSe2Tc, with ωB97M-V/def2-TZVPD.

Last column: Mulliken spin population.
Positions of all 101 atoms, in Å:
Tc1 -2.73219 0.14832 -0.31552  1.075
Se1 1.27208 0.38296 5.38047  0.001
Se2 -0.28098 -1.27642 -2.32333  -0.028
S1 -0.57148 2.09401 -1.88405  -0.002
P1 0.88034 -1.01035 -0.54833  0.005
P2 1.98615 0.10421 3.41020  0.003
O1 -2.60811 -3.76813 0.97485  0.013
O2 -4.96508 2.73690 1.81622  0.020
O3 -3.49743 1.88668 0.36907  0.013
O4 -0.75017 3.46137 -1.50521  -0.001
O5 0.33990 1.33994 -1.03905  0.002
O6 -5.54786 -1.49377 4.80437  0.000
O7 -2.46101 -1.94361 -0.30152  -0.006
N1 -0.41050 0.59679 2.90670  0.005
N2 -3.73424 -0.48679 1.28327  -0.065
N3 -1.99081 1.26568 -1.91997  -0.062
N4 -1.43042 0.61736 2.13848  0.015
N5 -4.35448 0.16840 -1.56979  -0.034
N6 -1.12397 0.11574 0.95682  0.000
C1 -3.98178 3.06807 -4.47035  0.001
C2 -6.57375 0.74282 -3.15572  0.017
C3 -2.90129 2.76512 -3.64215  -0.008
C4 -5.35055 1.39851 -3.41114  -0.008
C5 -5.00386 0.12184 3.18214  0.002
C6 -4.25775 -2.15239 2.88502  0.003
C7 0.17124 -0.27172 0.95823  0.002
C8 4.05348 -3.91119 3.99821  0.000
C9 0.10755 2.15612 -3.55340  0.000
C10 4.25301 -1.59847 3.39094  0.000
C11 1.28873 -2.73562 -0.06148  0.005
C12 0.29348 -3.69687 -0.21484  0.000
C13 0.55846 -5.02966 0.03709  0.000
C14 3.96630 0.86767 -2.42990  0.000
C15 1.56343 3.39283 -4.99524  0.000
C16 4.86927 1.09967 -1.40340  0.000
C17 3.40441 -0.01344 0.13089  0.000
C18 2.79853 2.32570 1.90812  0.000
C19 3.09147 1.47375 2.96521  -0.001
C20 2.67087 -3.80255 4.01175  0.000
C21 4.84038 -2.81823 3.67699  0.000
C22 3.65724 3.37334 1.62495  0.000
C23 -5.17828 2.39450 -4.39287  -0.008
C24 1.82587 -5.42347 0.43359  0.000
C25 -6.65712 -0.14962 -2.11740  -0.006
C26 -4.37492 0.43725 1.99885  0.002
C27 -2.99262 1.73065 -2.71570  0.033
C28 -4.94014 -1.19747 3.64652  -0.001
C29 2.82087 -4.47270 0.58235  0.000
C30 -5.51963 -0.41419 -1.35540  0.037
C31 0.12700 1.69113 -5.89464  0.000
C32 2.87195 -1.48221 3.43013  0.000
C33 1.07569 3.12646 -3.72862  0.000
C34 -4.25222 1.07050 -2.57372  -0.008
C35 4.20132 1.70316 3.77254  0.000
C36 2.08167 -2.58591 3.73524  -0.001
C37 0.63109 0.05321 2.24541  0.010
C38 -4.28998 1.83307 1.37751  -0.008
C39 2.48788 -0.22384 -0.88744  0.000
C40 -3.66570 -1.74880 1.70256  -0.002
C41 -2.85274 -2.60280 0.73882  -0.009
C42 1.07321 2.68668 -6.08190  0.000
C43 5.06362 2.73941 3.47041  0.000
C44 -0.36470 1.42216 -4.62522  -0.001
C45 2.55826 -3.13711 0.33423  0.002
C46 4.79714 3.56607 2.38903  0.000
C47 4.59313 0.64732 -0.12448  0.000
C48 2.78235 0.20266 -2.17400  0.000
H1 -0.22927 -5.75542 -0.09332  0.000
H2 -7.58466 -0.63440 -1.85937  0.000
H3 1.39383 3.69541 -2.87099  0.000
H4 -5.37028 -2.40809 5.05728  0.000
H5 4.52172 -4.84845 4.25349  0.000
H6 4.86322 -0.74024 3.15084  0.000
H7 5.91740 -2.90198 3.66508  0.000
H8 2.07209 0.02869 -2.96949  -0.002
H9 5.28640 0.82966 0.68494  0.000
H10 -0.68788 -3.41032 -0.56140  -0.003
H11 3.81803 -4.76483 0.87994  0.000
H12 2.29578 4.17343 -5.13052  0.000
H13 4.17858 1.21468 -3.43126  0.000
H14 -1.12130 0.66576 -4.48052  0.000
H15 2.05577 -4.65478 4.25846  0.000
H16 5.47358 4.37365 2.15337  0.000
H17 1.00722 -2.46647 3.78034  0.000
H18 -4.17008 -3.17954 3.20869  0.000
H19 -7.43882 0.97536 -3.75559  0.001
H20 -2.00376 3.35992 -3.69894  -0.001
H21 -3.86181 3.86070 -5.19430  0.000
H22 4.37166 1.07003 4.63387  0.000
H23 -5.51443 0.88473 3.74486  0.000
H24 2.05398 -6.46578 0.60469  0.000
H25 -0.26300 1.15329 -6.74519  0.000
H26 -5.56401 -1.12571 -0.54402  0.000
H27 5.78638 1.63637 -1.59577  0.000
H28 3.18808 -0.36290 1.13006  0.000
H29 3.36803 -2.43017 0.42017  0.000
H30 1.91839 2.16574 1.30007  0.000
H31 -5.99853 2.64448 -5.05108  0.000
H32 3.43279 4.03233 0.79974  0.000
H33 5.94003 2.90119 4.08059  0.000
H34 1.42325 2.92296 -7.07614  0.000

Computed properties:
F_max   4.6 eV/Å
HOMO-LUMO gap (alpha / beta)   4.164 / 4.686 eV
Net charge   0
Multiplicity   2
LUMO energy (alpha / beta)   -2.79 / -2.27 eV



Computed, not measured: a structure of composition C52H40N4ReSb2, with ωB97M-V/def2-TZVPD.

Last column: Mulliken spin population.
Positions of all 99 atoms, in Å:
Re1 -0.42504 -0.22255 -0.35021  2.141
Sb1 -2.53795 1.43369 0.47410  0.079
Sb2 -1.95089 -2.37142 0.49543  0.046
N1 0.71408 0.57751 1.00766  0.103
N2 7.65139 -5.57618 -2.49942  0.018
N3 0.21803 1.19270 -1.62417  0.013
N4 7.53879 6.26271 -0.42433  0.000
C1 0.72287 0.14447 2.29358  0.084
C2 -0.37986 5.13009 2.80129  0.000
C3 1.35295 1.99992 -1.51553  0.017
C4 -3.20366 -3.31853 -2.12201  0.001
C5 5.43840 3.58600 -1.24159  0.001
C6 4.42066 4.96936 0.46112  0.001
C7 -1.65366 3.09352 2.89975  0.009
C8 -0.96425 3.98558 0.76898  -0.005
C9 2.44904 1.53252 2.08746  0.088
C10 -0.30457 1.40726 -2.85003  -0.001
C11 1.49090 2.71515 -2.72130  0.075
C12 -4.33942 -5.41529 -2.40302  0.000
C13 1.96293 -2.12795 -1.19572  0.230
C14 4.68423 -3.82474 -3.06156  -0.018
C15 -3.39482 -1.92848 2.00316  0.003
C16 5.47986 4.69217 -0.39895  -0.001
C17 0.91239 -1.54555 -0.95148  -0.026
C18 3.95108 -3.30560 -0.42058  0.051
C19 -3.35021 -0.58480 2.72968  0.014
C20 5.47600 -4.26089 -2.00138  0.040
C21 -3.82908 2.41996 -0.83279  -0.016
C22 6.68932 -4.99097 -2.27844  -0.007
C23 -0.48825 -3.44982 2.93615  -0.002
C24 1.13267 -5.24009 1.56458  0.002
C25 -5.57368 3.78347 -2.50639  0.000
C26 -5.43473 4.17648 -1.18184  0.000
C27 0.21137 -4.47411 0.86682  0.004
C28 3.52353 -3.12106 -2.80255  0.049
C29 1.78694 1.46409 0.85167  0.050
C30 4.32956 2.75727 -1.22963  -0.004
C31 -4.84764 2.70841 -2.99591  0.002
C32 3.15549 -2.85926 -1.48022  -0.019
C33 -0.34695 5.04624 1.41469  0.000
C34 0.45563 2.33339 -3.55905  -0.002
C35 0.44081 -4.21493 3.63049  -0.002
C36 5.11358 -4.00536 -0.68120  -0.019
C37 -0.60313 -3.57906 1.55529  0.008
C38 3.27479 3.02267 -0.35864  0.010
C39 6.62907 5.56388 -0.41549  0.000
C40 2.09695 2.12271 -0.34362  -0.005
C41 -3.37988 -4.86865 -0.26743  0.001
C42 -4.56323 3.49955 -0.34299  -0.002
C43 -2.94995 -3.65307 -0.79586  -0.018
C44 -3.97570 2.02624 -2.15950  0.003
C45 -3.86413 0.59581 1.90172  -0.006
C46 1.24827 -5.10806 2.94299  0.004
C47 -1.02955 4.15515 3.54341  0.002
C48 -1.62534 3.00788 1.51218  0.005
C49 1.77328 0.71982 2.99003  0.013
C50 3.32257 4.12825 0.48810  -0.002
C51 -3.90300 -4.20708 -2.92650  0.001
C52 -4.08068 -5.74785 -1.08067  -0.001
H1 -1.05860 4.22574 4.62223  0.000
H2 2.49220 4.34440 1.14818  -0.001
H3 0.52334 -4.12175 4.70470  0.000
H4 -1.12528 -2.76882 3.49097  0.001
H5 -4.10367 -3.95688 -3.95900  0.000
H6 -3.43009 1.17406 -2.54752  0.003
H7 0.14453 5.81924 0.83800  0.000
H8 2.25378 3.44874 -2.92214  0.006
H9 0.13451 -4.58804 -0.20866  -0.001
H10 -1.19152 0.88492 -3.17727  -0.011
H11 -4.96438 2.40017 -4.02607  0.000
H12 -4.36557 -2.07179 1.52370  0.000
H13 -4.42014 -6.69396 -0.68235  0.000
H14 3.64809 -3.10596 0.59826  0.004
H15 -4.88322 -6.10670 -3.03228  0.000
H16 0.25129 2.68796 -4.55456  0.000
H17 -2.86248 -2.37657 -2.53643  0.006
H18 5.73785 -4.35669 0.12784  -0.001
H19 3.33215 2.11741 2.28194  0.002
H20 -0.94377 3.94227 -0.31618  0.000
H21 -3.16691 -5.14599 0.75838  0.001
H22 -6.00467 5.01402 -0.80354  0.000
H23 1.75670 -5.94727 1.03486  0.000
H24 -3.26266 -2.75542 2.70265  -0.002
H25 4.98080 -4.04151 -4.07772  0.000
H26 -6.25358 4.31637 -3.15685  0.000
H27 -4.76646 0.31394 1.35519  0.000
H28 0.00636 -0.58734 2.63919  -0.027
H29 6.27029 3.38094 -1.90063  0.000
H30 -3.99904 -0.67626 3.60437  0.002
H31 -2.15840 2.34268 3.49749  0.001
H32 -2.35073 -0.38373 3.13150  0.001
H33 -4.13774 1.43779 2.54007  -0.001
H34 1.96324 -5.71285 3.48428  0.000
H35 -4.45345 3.83107 0.68344  0.000
H36 4.46314 5.84002 1.10036  0.000
H37 0.08936 5.96407 3.30559  0.000
H38 4.29364 1.89317 -1.87937  -0.001
H39 2.01338 0.55022 4.02526  0.002
H40 2.89950 -2.78430 -3.61818  0.002

Computed properties:
F_max   0.8 eV/Å
HOMO-LUMO gap (alpha / beta)   6.269 / 6.001 eV
Net charge   +2
Multiplicity   4
LUMO energy (alpha / beta)   -7.01 / -7.48 eV



Computed, not measured: a structure of composition C23H19AsBiN4O3S4, with ωB97M-V/def2-TZVPD.

Last column: natural (NBO) charge in e.
Positions of all 55 atoms, in Å:
Bi1 -0.31515 -0.45563 0.12003  1.509
As1 -2.14300 -2.73905 -0.29313  0.912
S1 -0.31426 -2.87880 0.99549  -0.634
S2 -1.24593 -2.10358 -2.14412  -0.722
S3 -3.55704 -4.25180 -0.29961  -0.641
S4 -2.83826 -0.76593 0.51592  -0.664
O1 -6.03097 0.99129 -3.15414  -0.635
O2 -0.44628 0.07684 2.38828  -0.756
O3 2.64050 -0.13676 0.19822  -0.497
N1 -1.64465 1.85768 -1.81588  -0.450
N2 0.43646 2.72775 1.43526  -0.167
N3 -4.88649 -0.82021 -2.37835  -0.800
N4 1.02707 1.77500 0.90817  -0.280
C1 -1.94466 2.77489 -0.88551  0.030
C2 -2.36644 3.50232 3.70722  -0.102
C3 -4.27515 2.30183 -1.00549  -0.123
C4 -3.23701 3.03065 -0.44924  -0.263
C5 -0.96823 1.17537 2.76968  0.404
C6 -5.07384 0.50520 -2.56306  0.657
C7 -2.66570 1.18237 -2.35842  0.061
C8 -3.08845 4.63014 4.14584  -0.169
C9 2.13925 2.14128 0.08559  0.126
C10 -0.62807 2.46858 2.27086  -0.023
C11 -3.98572 1.35897 -1.97444  -0.167
C12 -2.64096 2.19273 4.23137  -0.154
C13 3.46513 -1.24168 -0.14429  -0.256
C14 -1.81644 6.02925 2.67548  -0.212
C15 2.98749 1.08724 -0.27684  0.286
C16 3.49502 3.65038 -1.22795  -0.238
C17 4.34268 2.60219 -1.55901  -0.197
C18 -1.97528 1.10300 3.80677  -0.244
C19 -1.35461 3.64446 2.73599  -0.018
C20 4.09201 1.31951 -1.08435  -0.294
C21 -1.10362 4.94148 2.22751  -0.211
C22 -2.82274 5.87906 3.64594  -0.253
C23 2.39888 3.41451 -0.40621  -0.217
H1 4.47807 -1.10768 0.24069  0.176
H2 5.19814 2.77233 -2.20139  0.208
H3 -2.21037 0.11147 4.17655  0.230
H4 -2.40710 0.42262 -3.08690  0.221
H5 3.49986 -1.39070 -1.22489  0.182
H6 -5.56522 -1.47127 -2.72726  0.402
H7 -4.11428 -1.17100 -1.83306  0.424
H8 -3.42101 2.09146 4.98313  0.205
H9 -0.33646 5.06154 1.47280  0.221
H10 3.67745 4.64668 -1.61652  0.210
H11 -3.86944 4.49032 4.88863  0.203
H12 -5.30064 2.44154 -0.67505  0.224
H13 -3.41629 3.76608 0.32735  0.228
H14 -3.38093 6.74156 3.99349  0.206
H15 3.00980 -2.11012 0.32063  0.216
H16 -1.10440 3.32168 -0.46586  0.196
H17 4.75821 0.50869 -1.35145  0.218
H18 -1.60221 7.01416 2.27574  0.205
H19 1.72046 4.21332 -0.12917  0.229

Computed properties:
F_max   1.2 eV/Å
ΔE to the lowest compared entry with this formula, charge and spin   0.0000 eV
HOMO-LUMO gap   6.901 eV
Net charge   -1
LUMO energy   1.67 eV